# 1
20
Properties=species:S:1:pos:R:3:forces:R:3 method="wB97M-V/def2-TZVPD" orbital_gap_ha=0.377 multiplicity=1 smiles="CCCC(=O)NCN" homo_energy_ev=-9.3
C -0.953684 -2.788693 1.585903 -0.10 -0.18 -0.39
C -1.411433 -1.435708 1.011748 0.44 -1.60 0.53
C -0.476125 -0.323631 1.441129 0.06 1.81 1.53
C 0.510219 0.070787 0.365554 -0.80 -0.62 -0.75
O 1.593097 -0.461263 0.199869 0.37 0.27 0.32
N -0.008251 0.942282 -0.537646 0.14 0.38 -0.09
C 0.726810 1.437276 -1.692290 0.10 -0.38 0.11
N 0.038666 2.590023 -2.221227 -0.05 0.10 -0.10
H 0.088710 -2.984470 1.339752 0.11 0.06 0.28
H -1.143081 -2.831611 2.652025 0.35 0.07 0.31
H -1.527527 -3.614575 1.164106 -0.12 0.04 -0.16
H -2.440059 -1.359521 1.368675 0.00 0.70 -0.40
H -1.352879 -1.565469 -0.067694 -0.46 0.38 -0.15
H 0.059363 -0.462453 2.386102 0.35 -1.12 -0.33
H -0.979568 0.584288 1.818032 -0.52 -0.05 -0.94
H -0.982132 1.198706 -0.540397 0.06 0.06 0.36
H 1.737158 1.670578 -1.368205 0.12 0.00 0.05
H 0.811661 0.639525 -2.434607 0.00 0.05 -0.09
H -0.257950 2.455228 -3.174552 0.05 0.08 -0.04
H 0.585637 3.436570 -2.151612 -0.10 -0.07 -0.04


# 2
20
Properties=species:S:1:pos:R:3:forces:R:3 method="wB97M-V/def2-TZVPD" orbital_gap_ha="0.305 / 0.262" multiplicity=1 homo_energy_ev="-7.8 / -6.5"
C 0.014418 0.381215 1.534241 0.09 1.21 -2.08
C -0.039213 0.598316 -0.563076 -1.01 -0.54 1.56
C 1.228367 0.337433 -1.071326 1.11 0.03 0.52
C 0.114830 -1.072696 1.767388 0.26 -1.05 -0.59
C -0.777320 1.850835 -0.958254 0.06 0.02 0.17
O -1.089317 1.034364 2.008566 -0.53 0.04 0.15
N 0.763922 -1.562643 -2.396127 -0.65 -1.33 0.31
N 0.394099 -2.347163 -1.575393 0.11 0.89 -0.71
H -1.870523 0.481035 1.874788 0.11 0.08 0.06
H 0.888878 0.989240 1.729489 0.00 -0.09 0.18
H -0.698774 -0.268763 -0.553514 -0.05 -0.12 -0.03
H -0.123207 -3.202225 -1.929657 0.45 0.46 -0.12
H 1.832292 1.179934 -1.398759 -0.08 -0.05 -0.33
H 1.825234 -0.490402 -0.715238 -0.16 0.00 0.13
H 1.102838 -1.289134 2.172579 -0.10 -0.26 0.17
H 0.030938 -1.669547 0.825943 0.09 0.41 0.49
H -0.659947 -1.456800 2.438979 0.16 0.20 0.11
H -1.624654 2.032744 -0.295014 0.10 0.05 0.09
H -1.194062 1.753933 -1.963785 0.11 0.01 -0.05
H -0.118800 2.720324 -0.931830 -0.06 0.04 -0.04


# 3
20
Properties=species:S:1:pos:R:3:forces:R:3 method="wB97M-V/def2-TZVPD" orbital_gap_ha=0.258 multiplicity=1 homo_energy_ev=-9.9
N -0.996526 1.762693 -0.888704 -0.54 0.24 0.09
C -0.137462 0.632065 -0.754898 1.56 0.12 0.35
C 1.169788 0.858504 0.019240 0.31 -0.18 1.43
C 2.264164 -0.215686 -0.206469 0.33 0.39 -0.26
C 2.524192 -1.160230 0.987325 -0.85 -0.02 -0.52
C -1.200460 -0.439147 0.040193 -2.49 -0.90 -0.22
N -0.630836 -0.934053 1.031964 1.31 0.68 -0.69
O -2.338819 -0.481993 -0.445263 0.49 0.23 -0.37
H -0.798789 2.276873 -1.741480 0.52 0.04 0.07
H -1.949785 1.431500 -1.051247 0.06 -0.16 0.20
H 0.145603 0.154005 -1.714013 -0.71 -0.53 0.46
H 1.561986 1.881155 -0.044766 -0.24 -0.18 -0.73
H 0.946202 0.780665 1.087009 -0.20 0.38 -0.11
H 2.013029 -0.770082 -1.112770 0.07 -0.25 0.02
H 3.209259 0.281214 -0.440811 -0.12 0.12 -0.03
H 1.874464 -2.030841 0.906879 -0.05 -0.04 0.14
H 3.543162 -1.537856 0.995164 0.11 0.21 0.16
H 2.248023 -0.653612 1.917848 0.43 -0.14 -0.01
H -5.507317 -1.452208 1.647166 0.06 -0.24 -0.12
H -5.645106 -0.795201 1.944032 -0.05 0.24 0.12


# 4
20
Properties=species:S:1:pos:R:3:forces:R:3 method="wB97M-V/def2-TZVPD" orbital_gap_ha="0.343 / 0.189" s2=0.761 multiplicity=2 homo_energy_ev="-13.0 / -12.9" total_charge=+1
C -0.786105 1.344406 -0.536630 -2.57 3.42 -1.10
O -0.219851 2.498374 -1.230388 0.14 0.52 0.63
C -0.316446 0.013992 -0.983087 0.63 -1.32 -3.00
C -0.869883 -1.057770 0.013141 1.17 0.68 -0.45
C -0.120397 -1.046662 1.280665 -3.53 -2.74 1.00
C 1.172195 -0.823274 1.450684 5.66 1.92 1.95
N 1.898901 -0.802278 2.670804 -3.03 -1.19 -3.46
N -0.668205 -0.527723 -2.378136 -0.21 0.57 0.69
H -0.632953 1.557332 0.516794 -0.05 -0.61 0.48
H -1.882862 1.447479 -0.793251 0.69 -0.56 0.81
H -0.514212 3.381259 -0.816961 0.46 -2.37 -0.76
H 0.790939 0.146848 -1.123180 -0.66 -0.80 0.79
H -0.929849 -2.068896 -0.479778 0.54 0.67 0.48
H -1.905691 -0.886296 0.289245 -0.37 0.37 -0.20
H -0.640669 -1.500266 2.144337 0.04 0.56 -0.26
H 1.762366 -0.513176 0.581780 -0.01 -0.04 0.43
H 2.885439 -0.863598 2.591111 1.06 0.36 -0.12
H 1.528251 -1.380609 3.403726 -0.35 0.17 0.68
H -0.161970 -0.140942 -3.168940 0.50 0.30 0.62
H -1.631029 -0.440272 -2.699096 -0.14 0.09 0.80


# 5
21
Properties=species:S:1:pos:R:3:forces:R:3 method="wB97M-V/def2-TZVPD" orbital_gap_ha="0.340 / 0.340" multiplicity=1 homo_energy_ev="-8.6 / -8.6"
C -1.555084 -0.385840 0.374854 0.03 0.32 0.39
N -2.889599 -0.768830 0.534552 0.00 0.52 0.44
C -1.237091 1.936260 1.282222 -0.07 -0.46 -0.05
O -0.617626 -1.322761 0.834870 -0.01 0.19 -0.12
O -1.147760 0.125454 -0.845376 -0.02 -0.14 0.20
N -1.669533 0.754486 1.436231 0.55 0.55 -0.23
H -1.145530 -1.996247 1.282789 -0.04 0.06 -0.07
H -0.295933 -0.272641 -1.087015 0.01 -0.03 0.06
H -2.809108 0.273157 1.517336 -0.42 -1.04 -0.66
H -3.386428 -0.712739 -0.347739 -0.06 0.08 0.10
H -0.548948 2.169432 0.472989 0.06 -0.04 0.02
H -1.575972 2.724158 1.945621 -0.04 0.00 -0.02
C 2.346744 0.496062 -0.027959 0.03 0.02 -0.02
C 2.159446 -0.176088 -1.353863 -0.10 -0.08 -0.05
C 1.706702 -1.415320 -1.524406 0.14 0.05 0.02
H 2.421616 0.414201 -2.228724 -0.07 -0.02 0.00
H 1.932800 -0.102020 0.783879 0.07 -0.03 0.00
H 1.853384 1.472368 -0.015277 0.02 -0.04 -0.04
H 3.408587 0.684083 0.156691 -0.06 -0.04 0.05
H 1.473563 -2.054784 -0.681095 -0.10 0.09 0.03
H 1.575768 -1.842392 -2.510578 0.08 0.04 -0.03


# 6
21
Properties=species:S:1:pos:R:3:forces:R:3 method="wB97M-V/def2-TZVPD" orbital_gap_ha=0.344 multiplicity=1 smiles=CCc1cnc[nH]1.O.O homo_energy_ev=-8.7
C 1.452704 1.529138 -1.367491 -0.11 0.92 0.11
C 0.165684 0.988546 -1.965497 0.04 -1.95 -0.72
C -0.649110 0.112176 -1.042139 -0.10 1.67 -0.94
C -1.751504 0.502629 -0.333772 0.55 -0.35 -0.12
N -2.249424 -0.548041 0.388728 -0.26 -0.58 0.03
C -1.498143 -1.569348 0.069889 0.64 0.18 -0.51
N -0.496625 -1.213792 -0.818125 -1.14 -0.36 1.27
H 1.971830 0.784182 -0.768814 -0.03 -0.17 -0.06
H 1.278922 2.389339 -0.715664 -0.06 -0.09 0.03
H 2.113778 1.869856 -2.165116 0.08 -0.03 0.05
H -0.528703 1.661335 -2.465194 0.24 0.68 0.47
H 0.478287 0.366797 -2.823121 -0.08 -0.11 0.22
H -2.212386 1.469485 -0.404257 -0.11 0.16 0.35
H -1.565685 -2.591705 0.400490 -0.22 0.01 0.20
H 0.123813 -1.873330 -1.228953 0.54 -0.03 -0.27
O -0.458332 -0.421539 2.969393 -0.80 0.37 0.16
H -0.543645 0.547540 3.011072 0.06 -0.53 -0.05
H -1.374828 -0.733165 2.828955 0.65 0.24 -0.15
O 2.193551 -0.783647 2.159110 -0.56 -0.86 -0.30
H 1.215348 -0.747804 2.245734 0.49 0.21 0.13
H 2.334476 -1.738645 2.024778 0.18 0.62 0.11


# 7
21
Properties=species:S:1:pos:R:3:forces:R:3 method="wB97M-V/def2-TZVPD" orbital_gap_ha=0.377 multiplicity=1 smiles="CCC(N)=O.CC(N)=O" homo_energy_ev=-9.6
C 0.815223 -0.158761 -3.174534 -1.23 -0.22 0.30
C -0.735797 -0.042409 -2.903793 1.95 -0.29 -1.38
C -0.974582 0.882973 -1.777869 -0.27 1.09 1.42
N -2.091749 1.691823 -1.784167 0.49 -0.23 0.48
O -0.209252 0.958294 -0.819084 -0.44 -0.25 -0.67
H 1.256196 0.827531 -3.087124 0.30 -0.06 0.31
H 1.007728 -0.505859 -4.186948 -0.13 -0.20 -0.03
H 1.188622 -0.886973 -2.462290 0.60 0.31 0.04
H -1.112565 0.281130 -3.873681 -0.88 0.02 0.34
H -1.088438 -1.030370 -2.613780 -0.36 0.01 -0.23
H -2.239969 2.140034 -0.884043 -0.14 0.00 -0.52
H -2.841180 1.657242 -2.451753 0.12 -0.18 -0.04
C 1.738903 -0.158235 3.183919 0.14 0.24 0.02
C 0.772285 -1.277977 3.537143 0.21 0.13 -0.35
N -0.539564 -0.885393 3.479348 0.49 0.36 0.09
O 1.100504 -2.421101 3.752199 0.07 -0.27 0.20
H 1.990838 -0.236021 2.124401 -0.48 0.22 -0.12
H 2.723652 -0.131574 3.649170 -0.27 -0.65 0.53
H 1.262948 0.784697 3.436574 0.07 0.30 -0.42
H -1.268845 -1.563864 3.587287 -0.05 -0.08 0.02
H -0.754959 0.074814 3.269026 -0.19 -0.25 -0.01


# 8
22
Properties=species:S:1:pos:R:3:forces:R:3 method="wB97M-V/def2-TZVPD" orbital_gap_ha=0.359 multiplicity=1 smiles="CC(=O)NN.COC(C)=O" homo_energy_ev=-9.0
C 1.604290 0.892484 -1.503823 0.03 -0.02 -0.24
C 0.470734 0.011381 -1.967368 -0.06 0.07 0.31
O 0.000935 0.058989 -3.092732 0.01 -0.01 -0.04
N -0.075248 -0.772640 -0.996087 0.88 -0.91 1.78
N -1.213204 -1.555181 -1.308926 0.09 -0.22 0.06
H 2.156913 1.244433 -2.371100 0.00 -0.06 -0.02
H 1.187851 1.755756 -0.985069 0.03 -0.04 0.05
H 2.276870 0.362014 -0.833586 0.04 0.01 0.11
H 0.306294 -0.901211 0.057071 -1.09 0.44 -3.31
H -1.681189 -1.093548 -2.090345 0.22 -0.09 0.10
H -0.909972 -2.470571 -1.642299 -0.02 0.26 -0.10
C 1.397753 -0.005491 2.119537 0.03 0.38 -0.05
O 0.140572 -0.419853 1.592373 -1.47 1.25 0.06
C -0.771722 0.654419 1.097005 1.45 -0.77 0.89
C -2.172472 0.148490 1.079106 0.12 0.09 -0.12
O -0.337493 1.730212 0.831569 -0.36 -0.39 0.32
H 2.181642 -0.639546 1.704338 -0.05 0.01 -0.03
H 1.585363 1.037861 1.854322 0.08 -0.13 0.06
H 1.380743 -0.121191 3.202688 0.01 0.02 0.00
H -2.784512 0.839829 0.502858 0.00 -0.03 0.09
H -2.220341 -0.847981 0.642835 0.09 0.07 -0.01
H -2.523807 0.091344 2.107634 -0.03 0.07 0.09


# 9
22
Properties=species:S:1:pos:R:3:forces:R:3 method="wB97M-V/def2-TZVPD" orbital_gap_ha="0.310 / 0.310" multiplicity=1 homo_energy_ev="-8.7 / -8.7"
C -1.957134 -0.560333 -1.469692 0.01 -0.07 -0.22
N -1.045944 0.452214 -0.941154 -0.01 0.15 0.21
C 0.648420 -0.061700 -1.204500 -0.17 -0.19 1.07
C 1.435466 1.219939 -1.003302 0.01 -0.08 -0.08
O 0.713397 -0.758484 -2.199574 0.23 -0.30 -0.43
H -2.953990 -0.149414 -1.638636 0.07 -0.06 0.05
H -1.537287 -0.936199 -2.407536 -0.07 0.03 0.14
H -2.019728 -1.387654 -0.764274 -0.03 0.04 -0.01
H -1.160913 0.590395 0.089510 -0.06 0.04 -0.48
H -1.155527 1.332537 -1.436495 0.01 -0.03 0.06
H 0.706968 -0.659712 -0.108417 -0.06 0.51 -0.97
H 1.322767 1.859195 -1.878720 -0.02 0.03 -0.04
H 1.120591 1.752552 -0.109139 -0.01 0.05 0.09
H 2.487438 0.953994 -0.908915 0.01 0.01 0.01
H -0.942235 1.385629 2.403736 0.11 0.00 0.18
N -0.831206 0.566589 1.814864 0.06 -0.26 0.20
C 0.223402 -0.097830 2.061632 0.19 0.53 -0.18
O 1.148667 0.212601 2.959551 0.10 -0.16 0.03
C 0.588541 -1.358192 1.293169 0.38 -1.09 1.30
O 1.650689 -1.906228 1.634336 -0.70 0.48 -0.53
H 1.832041 -0.502413 2.872181 -0.25 0.21 -0.02
H -0.274423 -1.947484 0.941374 0.19 0.17 -0.37


# 10
20
Properties=species:S:1:pos:R:3:forces:R:3 method="wB97M-V/def2-TZVPD" orbital_gap_ha=0.341 multiplicity=1 homo_energy_ev=-8.8
C -1.959903 -1.354395 1.885192 0.01 -0.15 -1.10
C 0.142113 0.544147 1.304948 -1.82 0.99 -2.14
C 0.558609 1.686328 0.338872 -1.09 -0.98 1.30
C 0.628051 0.313059 -0.119818 -0.49 -0.05 -4.69
C -0.295763 -0.143275 -1.406871 0.93 -1.83 3.83
H -3.268761 -1.405339 1.208796 4.32 -0.41 2.49
H -1.863212 -1.844779 3.177719 -0.54 1.46 -4.56
H -0.954361 -1.774808 1.052902 -3.62 0.90 2.88
H 0.866823 0.371836 1.999343 1.58 -0.86 2.22
H -0.334386 2.154920 0.161545 -2.03 1.39 -1.28
H 1.303707 2.393933 0.502608 1.76 0.46 0.49
H 2.894620 0.645054 -0.752683 -3.81 -3.65 1.69
H 2.057102 -0.861417 0.552433 1.03 2.08 -4.12
H -0.446442 -1.213477 -1.198741 0.31 -0.14 -0.03
H -1.264175 0.143103 -1.363525 -3.10 1.97 0.87
H 0.900327 -0.827455 -2.843353 -2.27 2.31 -0.08
H 0.711825 0.989443 -3.064989 -2.73 -4.05 1.44
N 1.926889 -0.289243 -0.517255 2.94 0.77 4.41
N 0.052019 -0.089639 -2.752380 6.88 1.95 -3.23
S -1.655083 0.562003 1.835257 1.75 -2.13 -0.39


# 11
20
Properties=species:S:1:pos:R:3:forces:R:3 method="wB97M-V/def2-TZVPD" orbital_gap_ha="0.203 / 0.244" s2=2.023 multiplicity=3 homo_energy_ev="-4.8 / -9.4"
C 2.230642 -0.126573 1.135465 0.97 1.51 1.49
C 1.697581 -1.307303 0.834115 -1.09 -1.88 -1.27
C -0.611195 1.934899 0.754036 2.38 -1.32 0.15
C -1.883031 1.691801 -0.026817 1.95 1.38 -0.43
C -2.875927 0.896365 0.259499 2.10 -2.72 2.47
N 1.812012 -1.154980 -1.894672 -1.29 0.53 -0.47
N 0.715814 -3.290805 -0.484326 -1.11 -1.82 0.30
S 0.647990 -1.716495 -0.669062 0.51 2.69 2.09
H 2.674283 0.146798 2.136636 -0.87 -0.60 -1.08
H 2.240369 0.692018 0.443470 0.30 0.21 -0.48
H 1.466233 -2.086104 1.560537 0.20 0.10 -0.05
H 0.303186 2.331006 0.138435 -2.01 -0.28 0.86
H -0.781275 2.607478 1.633322 0.18 -0.50 -0.84
H -0.145933 0.947739 1.147746 -1.08 1.45 -0.27
H 1.794313 -0.129898 -1.718182 0.64 -0.87 -0.20
H -1.948388 2.256199 -0.958868 -0.33 0.42 0.39
H -2.747218 -0.009653 0.963917 -0.59 1.94 -0.72
H -3.688070 1.000613 -0.334329 -2.67 -0.37 -1.63
H 2.603066 -1.646507 -1.514755 1.08 0.58 0.10
H -0.039359 -3.620902 -1.104974 0.73 -0.48 -0.41


# 12
21
Properties=species:S:1:pos:R:3:forces:R:3 method="wB97M-V/def2-TZVPD" orbital_gap_ha=0.358 multiplicity=1 smiles="[SiH3]C1([SiH3])[C@@H]2CC[C@H]1N=N2" homo_energy_ev=-9.0
Si 2.229817 -0.818723 0.258347 0.43 -0.24 -1.53
C 0.455125 -0.074459 0.198492 1.70 0.30 0.69
Si 0.154217 0.699604 1.846268 -0.11 0.79 0.77
C 0.144543 0.831931 -0.991279 -1.24 -1.62 -0.02
C -1.380942 1.047476 -0.876072 -1.12 0.20 -0.32
C -1.854904 -0.332087 -0.333440 3.17 0.91 -2.08
C -0.521466 -1.093427 -0.303104 -0.30 -3.01 2.03
N -0.063328 -1.254927 -1.679861 -1.20 -1.87 -0.30
N 0.271928 -0.168713 -2.086445 0.82 2.01 -1.53
H 2.458339 -1.689016 1.443666 0.01 0.58 0.11
H 3.235479 0.197155 -0.194487 -0.13 0.19 1.00
H 2.548016 -1.717833 -0.884349 -0.51 -0.22 0.15
H -1.274283 0.266836 2.203034 0.95 0.66 0.39
H 0.416793 2.210157 1.646234 -0.50 -0.93 0.32
H 1.180136 0.259391 2.879700 -0.64 0.09 -0.42
H 0.631056 1.717988 -1.208572 1.45 1.53 -0.21
H -1.849456 1.244806 -1.904190 0.67 0.30 1.68
H -1.562840 1.836368 -0.064970 -0.07 -0.70 -1.59
H -2.084860 -0.192203 0.629896 -1.53 0.17 3.40
H -2.576569 -0.853155 -0.839546 -1.89 -0.96 -1.43
H -0.556802 -2.117171 0.260680 0.02 1.81 -1.09


- What is the multiplicity in the fourth record?
  2


- Look up the multiplicity of the first one.
  1


- Look up the multiplicity of the twelfth one.
  1


Copy entry 3 word for word.
20
Properties=species:S:1:pos:R:3:forces:R:3 method="wB97M-V/def2-TZVPD" orbital_gap_ha=0.258 multiplicity=1 homo_energy_ev=-9.9
N -0.996526 1.762693 -0.888704 -0.54 0.24 0.09
C -0.137462 0.632065 -0.754898 1.56 0.12 0.35
C 1.169788 0.858504 0.019240 0.31 -0.18 1.43
C 2.264164 -0.215686 -0.206469 0.33 0.39 -0.26
C 2.524192 -1.160230 0.987325 -0.85 -0.02 -0.52
C -1.200460 -0.439147 0.040193 -2.49 -0.90 -0.22
N -0.630836 -0.934053 1.031964 1.31 0.68 -0.69
O -2.338819 -0.481993 -0.445263 0.49 0.23 -0.37
H -0.798789 2.276873 -1.741480 0.52 0.04 0.07
H -1.949785 1.431500 -1.051247 0.06 -0.16 0.20
H 0.145603 0.154005 -1.714013 -0.71 -0.53 0.46
H 1.561986 1.881155 -0.044766 -0.24 -0.18 -0.73
H 0.946202 0.780665 1.087009 -0.20 0.38 -0.11
H 2.013029 -0.770082 -1.112770 0.07 -0.25 0.02
H 3.209259 0.281214 -0.440811 -0.12 0.12 -0.03
H 1.874464 -2.030841 0.906879 -0.05 -0.04 0.14
H 3.543162 -1.537856 0.995164 0.11 0.21 0.16
H 2.248023 -0.653612 1.917848 0.43 -0.14 -0.01
H -5.507317 -1.452208 1.647166 0.06 -0.24 -0.12
H -5.645106 -0.795201 1.944032 -0.05 0.24 0.12